Arrangement A

ORCA calculation (ωB97M-V/def2-TZVPD) on a single C14H20N2O4 molecule.

Properties
- LUMO energy: 0.02274 Eh
- HOMO: -8.85 eV
- Structure (SMILES): CC(C)[C@H](N)C(=O)N[C@@H](Cc1ccc(O)cc1)C(=O)O

Each line ends with the Löwdin charge.
CARTESIAN COORDINATES (ANGSTROEM)
C1 3.11412 -0.90494 1.71951  -0.061
C2 2.38683 -1.65545 0.59032  -0.374
C3 0.91673 -1.91551 0.96899  -0.073
C4 2.55500 -0.96853 -0.79577  -0.312
N1 3.91368 -0.94950 -1.29410  0.050
C5 2.06675 0.48189 -0.74764  -0.433
O1 2.81991 1.41123 -0.54448  0.082
N2 0.72894 0.67216 -0.95981  0.129
C6 0.14089 1.95828 -0.70033  -0.209
C7 -1.25890 2.06396 -1.34425  -0.085
C8 -2.22367 1.01586 -0.85119  -0.229
C9 -2.91172 1.16605 0.35249  -0.029
C10 -3.75932 0.18550 0.83972  0.001
C11 -3.93682 -0.99378 0.11855  -0.323
O2 -4.77572 -1.92774 0.63835  0.068
C12 -3.26321 -1.17356 -1.08536  -0.017
C13 -2.41272 -0.17849 -1.56553  -0.039
C14 0.07867 2.24326 0.79733  -0.477
O3 0.33927 1.46019 1.68502  0.113
O4 -0.32264 3.50080 1.03226  0.116
H1 4.14466 -0.70167 1.44299  0.070
H2 3.09691 -1.51145 2.63451  0.081
H3 2.58958 0.05336 1.89939  0.077
H4 2.89222 -2.62730 0.45911  0.131
H5 0.40315 -2.38041 0.12104  0.072
H6 0.38972 -0.97205 1.22902  0.068
H7 0.87111 -2.59724 1.83544  0.084
H8 1.92326 -1.51832 -1.48710  0.132
H9 4.36925 -0.06806 -0.98955  0.084
H10 4.46023 -1.73561 -0.96504  0.073
H11 0.13405 -0.13593 -0.92166  0.115
H12 0.80540 2.72242 -1.13240  0.167
H13 -1.67334 3.04993 -1.19736  0.119
H14 -1.11748 1.99398 -2.41826  0.122
H15 -2.78228 2.09450 0.90456  0.119
H16 -4.30437 0.34086 1.78947  0.131
H17 -4.77886 -2.67803 0.06919  0.086
H18 -3.41022 -2.09817 -1.62844  0.112
H19 -1.89295 -0.31188 -2.50523  0.115
H20 -0.31611 3.58941 2.00624  0.143

***

Arrangement B

ORCA calculation (ωB97M-V/def2-TZVPD) on a single C14H20N2O4 molecule.

Properties
- LUMO energy: 0.01927 Eh
- HOMO: -8.33 eV
- Structure (SMILES): CC(C)[C@H](NC(=O)[C@@H](N)Cc1ccc(O)cc1)C(=O)O

Each line ends with the Löwdin charge.
CARTESIAN COORDINATES (ANGSTROEM)
C1 0.31071 -0.36738 -3.20555  -0.041
C2 0.97151 0.67007 -2.19564  -0.304
C3 0.30875 2.02334 -2.32596  -0.090
C4 1.01456 0.19590 -0.61470  -0.166
N1 1.80120 1.14375 0.17634  0.130
C5 1.69294 1.39754 1.45694  -0.469
O1 2.35171 2.36321 1.86271  0.030
C6 0.78508 0.52699 2.27348  -0.232
N2 1.31179 0.77234 3.65617  0.024
C7 -0.79242 0.91301 2.10692  -0.035
C8 -1.61880 0.07908 1.08070  -0.228
C9 -1.52980 -1.34858 1.03143  -0.069
C10 -2.15751 -2.02223 0.00397  -0.052
C11 -2.91057 -1.39644 -1.00623  -0.328
O2 -3.68145 -2.06221 -1.88897  0.055
C12 -3.02513 0.02453 -0.87071  -0.070
C13 -2.55888 0.68295 0.16390  -0.109
C14 1.76524 -1.07350 -0.50245  -0.464
O3 1.44424 -1.84205 0.33475  0.130
O4 3.12520 -0.93717 -0.77816  0.091
H1 0.75305 -1.38270 -3.17668  0.071
H2 0.54220 -0.25527 -4.24682  0.062
H3 -0.78165 -0.57443 -2.99839  0.087
H4 1.95726 0.84377 -2.51191  0.103
H5 -0.76217 2.23287 -2.09720  0.075
H6 0.67132 2.70539 -1.43269  0.110
H7 0.59890 2.47312 -3.26465  0.072
H8 -0.02770 0.04465 -0.31058  0.122
H9 2.37335 1.67802 -0.49716  0.169
H10 0.86882 -0.48982 2.03968  0.096
H11 2.11599 0.21518 3.90061  0.061
H12 1.62542 1.80044 3.84596  0.118
H13 -1.14550 0.52419 3.05270  0.109
H14 -0.97708 1.91237 1.88492  0.084
H15 -0.98126 -2.01624 1.83568  0.162
H16 -2.14929 -3.14535 0.09198  0.131
H17 -3.50106 -2.98006 -1.55752  0.125
H18 -3.28484 0.92377 -1.59364  0.156
H19 -2.56940 1.90958 0.21408  0.168
H20 3.43095 -1.83809 -0.62514  0.115

***

Which structure wins on stability? arrangement A wins.

***

Arrangement A

ORCA calculation (ωB97M-V/def2-TZVPD) on a 2-piece molecular cluster, C3H8Se overall.

Properties
- LUMO energy: 0.03725 Eh
- HOMO: -9.11 eV
- Structure (SMILES): [SeH2].C=CC

Each line ends with the Löwdin charge.
CARTESIAN COORDINATES (ANGSTROEM)
Se1 -3.54319 -0.04624 -0.10159  0.598
H1 -2.99466 0.62648 0.95487  -0.290
H2 -2.25468 -0.48279 -0.35954  -0.317
C1 0.02508 0.01858 -1.10076  -0.065
C2 0.49117 0.74702 -0.05332  -0.213
C3 1.76365 0.23500 0.62595  -0.134
H3 -0.64110 0.37948 -1.87475  0.045
H4 0.46427 -0.86619 -1.44707  0.035
H5 0.15708 1.72684 0.45641  0.125
H6 2.12793 -0.69433 0.11533  0.083
H7 2.50529 0.91168 0.30872  0.041
H8 1.60857 0.27258 1.75283  0.092

***

Arrangement B

ORCA calculation (ωB97M-V/def2-TZVPD) on a 2-piece molecular cluster, C3H8Se overall.

Properties
- LUMO energy: -0.03686 Eh
- HOMO: -7.90 eV

Each line ends with the Löwdin charge.
CARTESIAN COORDINATES (ANGSTROEM)
C1 -1.29151 -0.41969 -0.00046  -0.114
C2 1.26332 -0.33952 0.93692  -0.122
C3 0.07777 0.12926 0.25605  -0.233
Se1 0.74411 0.85918 -2.46190  0.213
H1 -1.74507 -0.00313 -0.83839  0.035
H2 -1.95628 -0.09468 0.78677  0.085
H3 -1.44439 -1.47573 0.10379  0.079
H4 2.17745 0.18910 0.84677  0.073
H5 1.10720 -0.50928 2.03669  0.116
H6 1.43293 -1.36319 0.62960  0.084
H7 0.11730 1.20312 0.09550  0.034
H8 -0.48282 1.82457 -2.39136  -0.251

***

Which structure wins on stability? arrangement A wins.

***

Arrangement A

ORCA calculation (ωB97M-V/def2-TZVPD) on CH2Br2S as an isolated structure.

Properties
- LUMO energy (spin up / spin down): -0.01850 / -0.02460 Eh
- HOMO (spin up / spin down): -8.18 / -9.21 eV

Each line ends with the Löwdin charge.
CARTESIAN COORDINATES (ANGSTROEM)
C1 -0.32503 0.01068 0.08153  -1.833
S1 0.70985 0.76136 -1.10397  0.579
Br1 -0.45884 -1.86348 0.21182  0.597
Br2 -1.89955 0.84917 0.54075  0.595
H1 0.58276 0.71369 1.73829  0.122
H2 1.39082 -0.47142 -1.46841  -0.060

***

Arrangement B

ORCA calculation (ωB97M-V/def2-TZVPD) on CH2Br2S as an isolated structure.

Properties
- LUMO energy: -0.01654 Eh
- HOMO: -9.49 eV

Each line ends with the Löwdin charge.
CARTESIAN COORDINATES (ANGSTROEM)
C1 0.13382 0.35392 -0.79127  -1.644
S1 -0.34525 -0.18181 0.89238  0.538
Br1 1.41821 1.65647 -1.12035  0.590
Br2 -1.60811 0.98376 -1.54857  0.441
H1 0.50081 -0.98188 -1.73633  0.208
H2 -0.70907 1.06066 1.25983  -0.132

***

Arrangement C

ORCA calculation (ωB97M-V/def2-TZVPD) on a 2-piece molecular cluster, CH2Br2S overall.

Properties
- LUMO energy (spin up / spin down): -0.09730 / -0.09722 Eh
- HOMO (spin up / spin down): -8.34 / -8.34 eV

Each line ends with the Löwdin charge.
CARTESIAN COORDINATES (ANGSTROEM)
C1 1.18157 -0.36230 0.12831  -0.476
S1 -1.13040 1.72209 -0.01644  -0.139
Br1 0.15489 -1.86549 -0.24412  0.642
Br2 -2.62658 0.24562 0.01650  0.036
H1 1.82969 -0.10990 -0.73883  0.006
H2 0.59083 0.36998 0.85459  -0.068

***

Which structure wins on stability? arrangement B wins.

***

Arrangement A

ORCA calculation (ωB97M-V/def2-TZVPD) on a single C12H14N2 molecule.

Properties
- LUMO energy: 0.01235 Eh
- HOMO: -8.16 eV
- Structure (SMILES): C[C@H]1C=C2C=CC=C[C@H]2[C@H](C#N)N1C

Each line ends with the Löwdin charge.
CARTESIAN COORDINATES (ANGSTROEM)
C1 -0.23405 -2.22684 -1.58267  -0.092
C2 -0.58624 -1.85302 -0.23103  -0.388
C3 0.90381 -1.65781 0.48039  0.053
C4 1.01865 -0.28938 0.43049  -0.174
C5 2.27290 0.28295 0.90772  -0.064
C6 2.74062 1.48887 0.50447  -0.071
C7 1.99618 2.33451 -0.41041  -0.099
C8 0.72559 2.08260 -0.67446  -0.052
C9 0.02119 0.94245 0.03962  -0.190
C10 -1.32007 0.63805 -0.67593  -0.187
C11 -2.10560 1.75636 -0.17237  -0.223
N1 -2.71972 2.48573 0.44364  0.196
N2 -1.62326 -0.80197 -0.08915  -0.117
C12 -2.13850 -0.62309 1.30958  -0.054
H1 0.40824 -3.15204 -1.48408  0.114
H2 0.33206 -1.41865 -2.05721  0.090
H3 -1.04447 -2.39596 -2.22932  0.063
H4 -0.99899 -2.72083 0.27774  0.129
H5 1.53292 -2.46629 0.97397  0.135
H6 2.75220 -0.35647 1.60353  0.096
H7 3.64136 1.92373 0.85962  0.089
H8 2.53536 3.05562 -1.02039  0.107
H9 0.06548 2.72895 -1.22443  0.107
H10 -0.25078 1.26764 1.05376  0.147
H11 -1.31631 0.64322 -1.72721  0.127
H12 -2.67172 0.33559 1.26963  0.052
H13 -2.75566 -1.52469 1.47446  0.093
H14 -1.18116 -0.47926 1.95002  0.111

***

Arrangement B

ORCA calculation (ωB97M-V/def2-TZVPD) on a single C12H14N2 molecule.

Properties
- LUMO energy: 0.03152 Eh
- HOMO: -7.74 eV
- Structure (SMILES): c1ccc2c(c1)cc1n2CCCNC1

Each line ends with the Löwdin charge.
CARTESIAN COORDINATES (ANGSTROEM)
C1 -2.57434 2.76909 1.39300  -0.051
C2 -1.71224 2.12464 2.43701  -0.085
C3 -0.77240 1.19190 2.05200  -0.049
C4 -0.56194 1.04127 0.67483  -0.187
C5 -1.38575 1.47787 -0.37397  -0.215
C6 -2.43611 2.36188 -0.01593  -0.010
C7 -1.07048 0.81646 -1.60199  -0.004
C8 0.04825 0.03952 -1.27836  -0.158
N1 0.33255 0.14080 0.09597  -0.007
C9 1.23924 -0.61752 0.97146  -0.138
C10 2.41096 -1.41517 0.26064  -0.151
C11 1.83516 -2.55541 -0.68398  -0.203
N2 0.51393 -2.40928 -1.50823  -0.089
C12 0.40494 -1.13919 -2.34197  -0.133
H1 -3.25218 3.47624 1.66376  0.036
H2 -1.82185 2.74324 3.41030  0.120
H3 -0.00561 0.74791 2.69223  0.095
H4 -3.10121 2.84466 -0.74109  0.098
H5 -1.56395 1.04962 -2.57761  0.125
H6 1.50967 -0.11372 1.84139  0.082
H7 0.66809 -1.43321 1.33396  0.105
H8 3.08615 -1.86619 1.02430  0.106
H9 3.08898 -0.65881 -0.40921  0.146
H10 2.66495 -2.50319 -1.33615  0.069
H11 1.80448 -3.47414 -0.10636  0.098
H12 -0.35503 -2.46800 -0.80149  0.153
H13 1.39082 -0.90299 -2.90054  0.121
H14 -0.38508 -1.26827 -3.17395  0.124

***

Which structure wins on stability? arrangement B wins.